(1)
C17H22Cl3NO3 | ωB97M-V with the def2-TZVPD basis set

The geometry in XYZ format:
```
46
Properties=species:S:1:pos:R:3
Cl -6.8140 -1.3809 -1.0993
Cl -4.5390 -3.3210 -0.2039
Cl -5.9127 0.5906 0.8090
O -2.5008 -0.5645 -0.6705
O -0.1566 -0.2305 1.1917
O -3.1476 -0.1078 1.4267
N 1.4441 0.2256 -0.3308
C -2.8656 2.5455 -0.4679
C -5.6770 -0.9594 0.1134
C 3.7366 -0.2379 0.3923
C 2.4808 -1.8863 -1.0241
C -1.9545 1.5783 0.2919
C -4.6869 -1.7661 0.5018
C 2.3613 -0.8229 0.0693
C -0.8625 4.0179 -0.5853
C 0.0863 2.9204 -0.2035
C 0.2462 0.4241 0.2498
C -2.5299 0.1814 0.2730
C 4.8102 -2.4097 -0.2566
C 4.6916 -1.3449 0.8295
C -3.6568 -1.4236 1.5478
C -0.5748 1.5515 -0.3711
C -2.1679 3.8481 -0.7105
C 3.4381 -2.9903 -0.5851
H -3.1532 2.1005 -1.4266
H 3.5279 -3.7360 -1.3772
H 3.6397 0.5102 1.1814
H 3.0332 -3.4868 0.2989
H 1.9272 -1.2697 0.9693
H 4.3150 -1.8029 1.7463
H 1.4937 -2.3016 -1.2341
H 4.1347 0.2572 -0.4977
H -4.0933 -1.4692 2.5498
H -2.8285 -2.1357 1.4705
H 5.2414 -1.9643 -1.1564
H 5.6739 -0.9201 1.0455
H 2.8554 -1.4203 -1.9398
H -0.4158 4.9874 -0.7557
H -3.7831 2.7179 0.0991
H -2.8017 4.6729 -1.0038
H 5.4798 -3.2050 0.0757
H 1.6892 0.7548 -1.1526
H -1.8597 1.8921 1.3334
H -0.7062 1.3319 -1.4360
H 0.3937 3.0548 0.8391
H 0.9883 2.9939 -0.8166
```

SMILES   O=C(NC1CCCCC1)[C@@H]1CC=CC[C@H]1C(=O)OCC(Cl)=C(Cl)Cl
Gap between HOMO and LUMO   9.72 eV
HOMO energy   -9.0 eV

(2)
C17H22Cl4OOs | ωB97M-V with the def2-TZVPD basis set

The geometry in XYZ format:
```
45
Properties=species:S:1:pos:R:3
Os -0.3009 0.1417 -0.2336
Cl -0.2269 -2.0076 0.8975
Cl -2.4713 0.2910 0.7020
Cl -0.3270 2.4175 3.9591
Cl -0.2030 2.5018 0.1299
O 2.5139 4.4356 0.1068
C -1.3346 2.2875 -2.8040
C 1.7029 -1.7825 -2.0373
C -3.1581 -0.2206 -2.4071
C 0.1353 0.7344 4.1952
C 0.9527 0.4750 1.7150
C 0.8797 -1.8935 4.8011
C -1.6816 -0.2035 -2.2964
C 0.5160 0.5116 -2.3345
C 0.5114 -0.8986 -2.0986
C 0.3654 -1.0780 5.8023
C 1.7133 1.3626 -2.5498
C 0.0013 0.2313 5.5039
C 0.6501 -0.0894 3.1411
C -0.8581 -1.3297 -2.0693
C 1.0379 -1.4037 3.4984
C -1.3413 -2.7268 -1.9690
C -0.8539 0.9324 -2.4470
H -1.6405 -3.0750 -2.9597
H -3.5940 0.7233 -2.0969
H 1.5364 2.3820 -2.2233
H 2.0030 0.2299 1.4779
H 2.5854 -1.2355 -1.7204
H 3.4681 4.4315 0.2871
H -0.3732 0.8611 6.3047
H -3.4456 -0.4006 -3.4451
H 2.5688 0.9903 -1.9955
H -0.5757 -3.3931 -1.5906
H 1.9750 1.3796 -3.6093
H 1.9069 -2.2032 -3.0233
H 1.1804 -2.9059 5.0419
H 1.0569 1.5481 1.9264
H -0.5722 3.0408 -2.6497
H -2.2018 2.5723 -2.2155
H -3.5965 -1.0034 -1.7969
H -1.6217 2.2998 -3.8575
H -2.2016 -2.8070 -1.3110
H 1.5534 -2.6041 -1.3433
H 1.4962 -2.0633 2.7801
H 0.2671 -1.4554 6.8152
```

Spin multiplicity   5
Net charge   -2
Energy above the lowest of the compared OMol25 structures with the same formula, charge and spin   0.000 eV
Gap between HOMO and LUMO (alpha / beta)   4.41 / 4.37 eV
<S²>   6.0540
HOMO energy (alpha / beta)   0.1 / 0.1 eV

(3)
C17H22Cl4OSn | ωB97M-V with the def2-TZVPD basis set

The geometry in XYZ format:
```
45
Properties=species:S:1:pos:R:3
Sn -1.1782 -1.9972 1.2490
Cl 1.2793 -0.8487 0.7365
Cl -2.4977 -0.0627 0.6429
Cl -3.1269 0.5943 3.7715
Cl -1.4597 -4.0016 0.6054
O 0.9605 2.3251 0.4179
C -0.8123 -0.8981 -2.7778
C 1.4549 -0.4801 -2.5581
C 0.7580 0.7629 -2.3795
C -2.0690 -1.6172 -3.0344
C 0.7494 -2.9325 -2.9869
C 1.1102 1.6968 4.8392
C -0.6457 -1.3523 3.4406
C 2.9101 -0.6541 -2.6158
C -0.6484 0.5024 -2.5392
C -1.2765 2.1529 4.8741
C -1.6986 1.5270 -2.4956
C 0.4764 -1.4837 -2.7591
C 0.8594 0.5148 4.1712
C -1.5027 1.0034 4.1239
C 1.3492 2.0637 -2.0901
C 0.0329 2.5311 5.2019
C -0.4319 0.0849 3.8147
H 0.2141 -1.9795 3.5937
H -2.1227 2.7172 5.2334
H -1.8371 2.0096 -3.4718
H 1.6883 -0.1864 3.9405
H 3.2373 -0.7221 -3.6660
H 3.4343 0.1893 -2.1580
H 1.1164 1.3182 0.6562
H -2.2399 -2.4141 -2.2777
H 3.2339 -1.5854 -2.1187
H 0.7996 2.5170 -1.1831
H 2.3890 1.9436 -1.7760
H -2.9289 -0.9387 -3.0209
H 1.7794 -3.1708 -2.7071
H -2.0442 -2.1147 -4.0136
H 0.6163 -3.1833 -4.0475
H 0.2092 3.4522 5.7582
H 2.1184 1.9698 5.1074
H -2.6629 1.0883 -2.2000
H 0.0677 -3.5605 -2.4026
H 1.3260 2.7121 -2.9846
H -1.5693 -1.7894 3.8432
H -1.4176 2.2967 -1.7571
```

Net charge   -2
Gap between HOMO and LUMO (alpha / beta)   4.40 / 4.99 eV
HOMO energy (alpha / beta)   0.5 / -0.4 eV